No. 1
{"formula": "C39H38Cl2FN7O5RuS3", "method": "wB97M-V/def2-TZVPD", "largest_force_ev_per_a": 1.48, "s2": 0.757, "total_charge": 1, "homo_ha": [-0.3231, -0.3318], "multiplicity": 2, "lumo_ev": [-3.24, -3.24], "relative_energy_kcal_mol": 8.93, "homo_lumo_gap_ha": [0.2042, 0.2129], "energy_ha": -4577.99722, "elements": ["Ru", "C", "C", "C", "C", "C", "C", "C", "S", "O", "O", "N", "C", "C", "C", "C", "C", "N", "H", "H", "H", "H", "H", "H", "H", "H", "H", "H", "H", "Cl", "C", "C", "C", "C", "C", "Cl", "C", "S", "H", "H", "H", "F", "C", "C", "C", "C", "O", "C", "C", "N", "C", "C", "C", "C", "C", "C", "N", "C", "C", "N", "C", "C", "C", "O", "O", "H", "H", "H", "H", "H", "H", "H", "H", "H", "H", "H", "H", "H", "H", "H", "H", "H", "H", "C", "N", "C", "C", "N", "C", "S", "H", "H", "H", "H", "H", "H"], "coordinates": [[-2.9421, -0.3708, 1.8212], [4.4371, 3.7770, 3.0769], [3.4114, 2.6794, 3.1548], [2.3005, 2.6791, 2.3138], [1.3643, 1.6599, 2.3725], [1.5359, 0.6227, 3.2777], [2.6229, 0.6133, 4.1376], [3.5539, 1.6389, 4.0684], [0.3483, -0.6982, 3.3398], [0.4090, -1.2197, 4.6843], [0.6248, -1.6106, 2.2583], [-1.0309, 0.0265, 3.0000], [-1.6734, 0.8529, 3.8641], [-1.2667, 1.4477, 5.0640], [-2.1763, 2.2544, 5.7118], [-3.4574, 2.4500, 5.1911], [-3.7976, 1.8025, 4.0255], [-2.9148, 1.0383, 3.3788], [4.0116, 4.6873, 2.6557], [5.2761, 3.4774, 2.4444], [4.8396, 4.0125, 4.0617], [2.1587, 3.4994, 1.6191], [0.4733, 1.6711, 1.7553], [2.7218, -0.1855, 4.8606], [4.3989, 1.6382, 4.7470], [-0.2844, 1.2522, 5.4670], [-1.8969, 2.7301, 6.6434], [-4.1820, 3.0722, 5.6944], [-4.7830, 1.8758, 3.5854], [-3.2636, 1.6839, 0.2497], [-5.0087, 1.8309, 0.2034], [-5.5184, 2.8442, -0.5894], [-6.8881, 3.0152, -0.6674], [-7.7213, 2.1728, 0.0524], [-7.1816, 1.1716, 0.8373], [-8.2732, 0.1546, 1.7200], [-5.7971, 0.9538, 0.9446], [-5.2184, -0.3632, 1.9531], [-4.8410, 3.4867, -1.1350], [-7.3058, 3.7998, -1.2826], [-8.7957, 2.2847, 0.0127], [3.4025, 1.9121, -1.1387], [2.5296, 1.0513, -1.7166], [1.3847, 0.7187, -1.0491], [0.5017, -0.2091, -1.5938], [-0.7049, -0.5876, -0.8209], [-0.9251, -0.0556, 0.2630], [-1.5040, -1.6196, -1.4259], [-1.1403, -2.1282, -2.6297], [-0.0678, -1.7337, -3.3604], [0.2223, -2.3792, -4.6169], [0.1100, -1.5841, -5.8869], [-0.9041, -2.6411, -5.5647], [0.8026, -0.7925, -2.8306], [1.9689, -0.4198, -3.5073], [2.8450, 0.4997, -2.9604], [4.0321, 0.8226, -3.6830], [4.6142, 2.1405, -3.5265], [5.5041, 2.4336, -4.7191], [6.5738, 1.3725, -4.7869], [5.9696, -0.0044, -4.8887], [5.0492, -0.2123, -3.7025], [-2.7610, -2.1954, -0.8227], [-3.2367, -3.2013, -1.3487], [-3.2970, -1.6148, 0.1820], [1.1776, 1.1338, -0.0730], [-1.7485, -2.9129, -3.0580], [1.0083, -3.1242, -4.5580], [0.8321, -1.7756, -6.6688], [-0.2081, -0.5547, -5.7923], [-0.8863, -3.5708, -6.1135], [-1.8891, -2.3027, -5.2760], [2.1862, -0.8336, -4.4818], [5.1993, 2.2451, -2.6009], [3.8289, 2.8935, -3.4957], [5.9990, 3.3991, -4.6347], [4.9496, 2.3777, -5.6539], [7.1327, 1.4213, -3.9310], [7.2083, 1.5475, -5.5661], [6.7818, -0.7278, -4.9200], [5.4121, -0.0266, -5.8233], [5.6432, -0.2196, -2.7717], [4.5853, -1.1923, -3.7917], [-0.9598, -4.2545, 4.1826], [-1.8004, -4.4442, 3.0055], [-1.7512, -5.5273, 2.1501], [-2.6558, -5.3047, 1.1711], [-3.2635, -4.1123, 1.4661], [-2.7226, -3.5719, 2.5665], [-3.1946, -2.1164, 3.3630], [-0.4433, -5.1904, 4.3784], [-1.5757, -3.9879, 5.0368], [-0.2443, -3.4591, 4.0005], [-1.0772, -6.3477, 2.3151], [-2.9032, -5.8690, 0.2918], [-3.8597, -3.5731, 0.8442]], "atomic_forces_ev_per_a": [[-1.0, 1.0, -0.3], [0.0, 0.0, 0.0], [0.0, 0.0, 0.0], [0.0, 0.0, 0.0], [-0.1, 0.0, 0.1], [0.0, 0.0, 0.0], [0.0, 0.0, 0.0], [0.0, 0.0, 0.0], [0.0, 0.1, -0.1], [0.0, 0.0, 0.1], [0.0, 0.0, 0.1], [0.2, -0.2, -0.1], [0.1, -0.1, 0.0], [0.0, 0.1, 0.0], [0.0, 0.0, 0.0], [0.0, 0.0, 0.0], [0.0, 0.1, -0.1], [0.0, -0.4, 0.3], [0.0, 0.0, 0.0], [0.0, 0.0, 0.0], [0.0, 0.0, 0.0], [0.0, 0.0, 0.0], [0.0, 0.0, 0.0], [0.0, 0.0, 0.0], [0.0, 0.0, 0.0], [0.0, 0.0, 0.0], [0.0, 0.0, 0.0], [0.0, 0.0, 0.0], [0.0, 0.0, 0.0], [0.1, -0.3, 0.2], [0.0, 0.0, 0.0], [0.0, 0.0, 0.0], [0.0, 0.0, 0.0], [0.0, 0.0, 0.0], [0.0, 0.0, 0.0], [0.0, 0.0, 0.0], [0.0, 0.1, 0.0], [0.1, -0.1, -0.2], [0.0, 0.0, 0.0], [0.0, 0.0, 0.0], [0.0, 0.0, 0.0], [0.0, 0.0, 0.0], [0.0, 0.0, 0.0], [0.0, 0.0, 0.0], [0.1, 0.0, 0.0], [0.1, -0.1, 0.1], [0.0, 0.2, -0.1], [-0.1, 0.0, 0.0], [0.0, 0.0, 0.0], [0.0, 0.0, 0.0], [0.0, 0.0, 0.0], [0.0, 0.0, 0.0], [0.0, 0.0, 0.0], [0.0, 0.0, 0.0], [0.0, 0.0, 0.0], [-0.1, 0.0, 0.0], [0.1, -0.1, -0.1], [0.0, 0.0, 0.0], [0.0, 0.0, 0.0], [0.0, 0.0, 0.0], [0.0, 0.0, 0.0], [0.0, 0.0, 0.1], [0.0, 0.1, 0.1], [0.0, -0.1, 0.0], [0.3, -0.4, 0.1], [0.0, 0.0, 0.0], [0.0, 0.0, 0.0], [0.0, 0.0, 0.0], [0.0, 0.0, 0.0], [0.0, 0.0, 0.0], [0.0, 0.0, 0.0], [0.0, 0.0, 0.0], [0.0, 0.0, 0.0], [0.0, 0.0, 0.0], [0.0, 0.0, 0.0], [0.0, 0.0, 0.0], [0.0, 0.0, 0.0], [0.0, 0.0, 0.0], [0.0, 0.0, 0.0], [0.0, 0.0, 0.0], [0.0, 0.0, 0.0], [0.0, 0.0, 0.0], [0.0, 0.0, 0.0], [0.0, 0.0, 0.0], [-0.1, 0.0, 0.0], [0.0, 0.0, 0.0], [0.0, 0.0, 0.0], [0.1, 0.2, -0.1], [0.0, 0.0, 0.1], [0.2, -0.1, 0.1], [0.0, 0.0, 0.0], [0.0, 0.0, 0.0], [0.0, 0.0, 0.0], [0.0, 0.0, 0.0], [0.0, 0.0, 0.0], [-0.1, 0.0, -0.1]]}

No. 2
{"formula": "C39H39BrN9O2SV", "method": "wB97M-V/def2-TZVPD", "largest_force_ev_per_a": 1.22, "s2": 3.820, "total_charge": -1, "homo_ha": [-0.1160, -0.1438], "multiplicity": 4, "lumo_ev": [1.97, 1.96], "relative_energy_kcal_mol": 7.69, "homo_lumo_gap_ha": [0.1885, 0.2158], "energy_ha": -6068.95809, "elements": ["V", "C", "C", "C", "C", "C", "C", "C", "C", "C", "C", "H", "H", "H", "H", "H", "H", "H", "H", "H", "H", "H", "H", "H", "H", "H", "Br", "C", "C", "C", "C", "C", "C", "N", "N", "C", "C", "C", "C", "O", "C", "N", "C", "C", "C", "C", "H", "H", "H", "H", "H", "H", "H", "H", "H", "N", "N", "N", "C", "N", "N", "H", "H", "H", "N", "C", "C", "C", "C", "C", "C", "C", "C", "C", "H", "H", "H", "H", "O", "S", "C", "C", "C", "C", "H", "H", "H", "H", "H", "H", "H", "H"], "coordinates": [[-0.7328, -0.1967, 1.3651], [0.8839, -0.2646, 3.3355], [1.7562, 0.7705, 3.0109], [1.0284, 1.9995, 2.9932], [-0.2977, 1.7154, 3.2525], [-0.4433, 0.2960, 3.4803], [-1.4491, -0.1944, 4.4935], [-1.4220, 2.6986, 3.3414], [1.5974, 3.3551, 2.7146], [3.2209, 0.6383, 2.7281], [1.2623, -1.6783, 3.6653], [-1.3352, 0.3487, 5.4380], [-1.3113, -1.2563, 4.6958], [-2.4819, -0.0769, 4.1595], [-1.4885, 3.1461, 4.3400], [-2.3828, 2.2269, 3.1302], [-1.2995, 3.5176, 2.6288], [1.7523, 3.9292, 3.6326], [0.9367, 3.9451, 2.0761], [2.5608, 3.2971, 2.2081], [3.7845, 1.4409, 3.2083], [3.4416, 0.6638, 1.6596], [3.6150, -0.3054, 3.1057], [0.4177, -2.3548, 3.5270], [1.5897, -1.7823, 4.7061], [2.0891, -2.0374, 3.0477], [2.2017, -0.0252, -6.9529], [1.1617, 1.3051, -6.0712], [1.6623, 2.5893, -5.9379], [0.9077, 3.5519, -5.3040], [-0.3732, 3.2780, -4.7792], [-0.8423, 1.9483, -4.9131], [-0.0921, 0.9881, -5.5595], [-1.1031, 4.3425, -4.3143], [-2.1825, 4.1138, -3.5507], [-2.1229, 3.2035, -2.5232], [-3.3183, 2.6090, -2.1355], [-3.4069, 1.6719, -1.0983], [-2.2993, 1.3206, -0.3765], [-2.3272, 0.4013, 0.6152], [-1.0696, 1.9212, -0.6998], [-0.0110, 1.5181, 0.0673], [1.1356, 2.1260, -0.0926], [1.3142, 3.1890, -0.9921], [0.2824, 3.5516, -1.8137], [-0.9568, 2.8858, -1.7296], [2.6371, 2.8378, -6.3400], [1.2785, 4.5665, -5.2264], [-1.8242, 1.6958, -4.5429], [-0.4923, -0.0091, -5.6865], [-4.2034, 2.8841, -2.6956], [-4.3580, 1.2207, -0.8441], [1.9526, 1.7624, 0.5126], [2.2686, 3.6949, -1.0373], [0.3967, 4.3591, -2.5224], [-0.4877, -3.1163, -2.9751], [-0.1484, -2.7529, -1.6757], [0.6643, -3.4721, -0.9359], [0.7577, -2.7100, 0.1481], [0.0379, -1.5944, 0.0280], [-0.5498, -1.6366, -1.1514], [-0.9361, -4.0278, -2.9105], [-1.1712, -2.4227, -3.2729], [1.3290, -2.9524, 1.0233], [-5.6515, -8.2246, 5.0026], [-5.0847, -7.3191, 4.5753], [-4.3805, -6.1875, 4.0392], [-3.7052, -6.3038, 2.8256], [-3.0290, -5.2152, 2.3142], [-3.0071, -3.9921, 2.9967], [-3.6917, -3.8966, 4.2151], [-4.3713, -4.9794, 4.7334], [-2.3019, -2.8714, 2.4730], [-1.7148, -1.8813, 2.0715], [-3.7154, -7.2430, 2.2902], [-2.5027, -5.2983, 1.3730], [-3.6814, -2.9555, 4.7473], [-4.8979, -4.8956, 5.6739], [2.8174, -0.4924, -0.3463], [2.8527, -1.0209, -1.7519], [4.5694, -0.7968, -2.3294], [4.6040, 0.3845, -3.3026], [3.4145, 1.2719, -2.9433], [2.2552, 0.2982, -2.8133], [4.9428, -1.7310, -2.7413], [5.0937, -0.5852, -1.3962], [4.4857, 0.0239, -4.3266], [5.5572, 0.9112, -3.2444], [3.2065, 2.0365, -3.6878], [3.5804, 1.7666, -1.9843], [2.0072, -0.1530, -3.7770], [1.3445, 0.6917, -2.3640]], "atomic_forces_ev_per_a": [[0.2, 1.1, 0.6], [-0.3, -0.1, -0.1], [0.0, 0.0, -0.2], [0.0, -0.1, 0.0], [-0.1, 0.0, 0.0], [0.1, 0.2, 0.4], [-0.1, -0.2, 0.0], [-0.1, 0.1, 0.0], [0.0, 0.1, -0.1], [0.1, 0.0, 0.1], [0.0, -0.1, 0.1], [0.0, 0.0, 0.0], [0.0, 0.0, 0.0], [0.0, 0.1, 0.0], [0.0, 0.0, 0.0], [0.0, 0.0, 0.0], [0.0, 0.0, 0.0], [0.0, 0.0, 0.0], [0.0, 0.0, 0.0], [0.1, 0.0, 0.0], [0.0, 0.0, 0.0], [0.0, 0.0, -0.1], [0.0, 0.0, 0.0], [0.0, 0.0, 0.0], [0.0, 0.0, 0.0], [0.0, 0.0, 0.0], [0.0, -0.1, 0.0], [-0.2, -0.1, 0.1], [0.1, 0.1, 0.0], [0.1, 0.1, 0.0], [-0.2, 0.4, 0.1], [0.0, 0.0, 0.1], [0.1, 0.0, -0.1], [-0.3, -0.5, 0.3], [0.6, 0.2, -0.2], [0.0, 0.0, -0.1], [-0.2, -0.2, 0.1], [-0.3, 0.3, -0.2], [0.1, -0.4, 0.4], [0.0, 0.1, -0.2], [-0.1, 0.1, -0.1], [-0.2, -0.3, 0.0], [0.3, 0.1, -0.1], [0.1, -0.1, 0.2], [-0.2, 0.0, -0.2], [0.1, 0.1, 0.0], [0.0, 0.0, 0.0], [0.0, 0.0, 0.0], [-0.1, 0.0, 0.0], [0.0, -0.1, 0.0], [0.0, 0.0, 0.0], [0.0, 0.0, 0.0], [0.1, 0.0, 0.0], [0.0, 0.0, 0.0], [0.0, 0.0, -0.1], [-0.1, 0.0, 0.2], [0.0, 0.0, 0.0], [0.0, 0.2, 0.2], [0.0, -0.2, -0.1], [0.0, -0.3, -0.7], [0.2, 0.0, 0.0], [0.0, 0.1, -0.1], [0.1, -0.1, 0.0], [0.1, -0.1, 0.0], [0.0, 0.0, 0.0], [0.0, 0.0, 0.0], [-0.1, -0.2, 0.1], [0.0, 0.1, 0.0], [0.0, -0.1, 0.0], [0.0, 0.0, 0.0], [0.0, 0.0, 0.0], [0.0, 0.0, 0.0], [0.0, -0.1, 0.0], [-0.1, -0.2, 0.1], [0.0, 0.0, 0.0], [0.0, 0.0, 0.0], [0.0, 0.0, 0.0], [0.0, 0.0, 0.0], [0.2, -0.1, -0.1], [-0.2, -0.1, 0.3], [0.1, 0.1, 0.0], [0.0, 0.0, 0.0], [0.0, 0.0, 0.0], [0.0, 0.1, -0.2], [0.0, 0.0, -0.1], [0.0, 0.0, 0.0], [0.0, 0.0, 0.0], [0.0, 0.0, 0.0], [0.0, 0.0, -0.1], [0.0, 0.0, 0.0], [0.0, 0.0, -0.1], [0.0, 0.0, 0.0]]}